Density functional theory data (the ωB97M-V functional and the def2-TZVPD basis) for a structure of composition C53H44FeIN4O6P2.

Last column: Mulliken spin population.
Element x y z (Å)
Fe: 0.93 0.10 0.33  4.209
C: 1.23 -4.51 -0.82  -0.001
C: 1.51 -4.11 0.60  0.017
N: 1.65 -5.06 1.50  -0.004
C: 2.00 -4.74 2.76  0.013
C: 2.32 -3.47 3.15  -0.006
C: 2.78 -3.20 4.57  0.000
O: 4.13 -2.75 4.64  0.000
C: 2.19 -2.43 2.20  0.000
C: 2.76 -1.13 2.47  0.002
N: 2.72 -0.17 1.63  0.107
C: 3.52 1.00 1.80  0.012
C: 3.89 1.54 3.02  0.002
C: 4.63 2.71 3.06  0.001
C: 5.02 3.34 1.89  0.004
C: 4.66 2.81 0.65  -0.005
C: 3.92 1.65 0.64  -0.021
I: 3.31 0.77 -1.17  0.034
C: 1.66 -2.73 0.94  -0.013
O: 1.29 -1.82 0.06  0.147
H: 0.64 -5.42 -0.84  0.000
H: 2.18 -4.72 -1.32  0.001
H: 0.74 -3.72 -1.39  0.003
H: 2.06 -5.56 3.46  0.000
H: 2.65 -4.11 5.16  0.000
H: 2.17 -2.42 5.03  -0.001
H: 4.70 -3.44 4.28  0.000
H: 3.35 -1.02 3.39  0.003
H: 3.57 1.07 3.94  0.001
H: 4.90 3.14 4.02  0.000
H: 5.58 4.27 1.93  0.000
H: 4.94 3.30 -0.27  0.001
O: -1.76 1.06 6.78  0.001
C: -1.45 -0.07 6.37  -0.001
O: -1.36 -1.17 6.94  0.000
C: -0.95 -0.07 4.92  -0.004
C: -1.02 -1.23 4.15  0.000
C: -0.61 -1.21 2.83  0.045
N: -0.10 -0.11 2.26  -0.010
C: 0.01 1.00 3.01  0.029
C: -0.42 1.07 4.32  0.013
C: 0.63 2.18 2.31  -0.007
O: 0.78 3.26 2.84  0.019
O: 0.99 1.92 1.07  0.062
H: -1.40 -2.14 4.61  0.001
H: -0.68 -2.09 2.22  0.012
H: -0.35 2.00 4.86  0.002
C: -1.61 2.12 -2.62  0.018
N: -2.17 0.81 -2.89  0.002
C: -2.67 0.12 -1.72  0.037
P: -1.31 -0.85 -0.81  -0.106
C: -2.29 -2.01 0.18  0.047
C: -3.39 -1.52 0.89  0.022
C: -4.08 -2.35 1.77  -0.006
C: -3.67 -3.66 1.96  0.010
C: -2.57 -4.15 1.26  -0.008
C: -1.89 -3.33 0.38  0.019
C: -0.75 -1.79 -2.27  0.048
C: 0.35 -1.32 -2.98  0.053
C: 0.75 -1.92 -4.17  0.004
C: 0.04 -3.01 -4.66  0.001
C: -1.06 -3.48 -3.97  -0.001
C: -1.46 -2.87 -2.79  0.006
C: -2.26 0.29 -4.18  -0.006
C: -3.19 -0.69 -4.51  0.001
C: -3.30 -1.19 -5.79  0.000
C: -2.47 -0.73 -6.81  0.000
C: -1.54 0.25 -6.50  0.000
C: -1.42 0.75 -5.21  0.001
P: -0.35 2.17 -1.21  0.059
C: 0.86 3.41 -1.75  0.060
C: 1.32 3.38 -3.07  0.015
C: 2.33 4.24 -3.48  -0.006
C: 2.90 5.13 -2.58  0.010
C: 2.46 5.15 -1.26  -0.005
C: 1.45 4.29 -0.84  -0.004
C: -1.43 3.04 0.00  -0.041
C: -2.10 2.31 0.99  0.087
C: -2.96 2.93 1.88  0.001
C: -3.17 4.30 1.80  0.001
C: -2.53 5.03 0.80  0.000
C: -1.67 4.41 -0.09  0.003
H: -2.40 2.79 -2.28  0.006
H: -1.18 2.56 -3.52  0.001
H: -3.40 -0.63 -1.98  0.003
H: -3.14 0.84 -1.04  -0.002
H: -3.70 -0.49 0.79  0.003
H: -4.92 -1.95 2.33  0.000
H: -4.20 -4.30 2.65  0.001
H: -2.24 -5.17 1.41  0.000
H: -1.02 -3.72 -0.14  0.005
H: 0.91 -0.47 -2.61  -0.020
H: 1.61 -1.54 -4.71  0.000
H: 0.34 -3.48 -5.59  0.000
H: -1.63 -4.32 -4.35  0.000
H: -2.34 -3.24 -2.27  0.000
H: -3.87 -1.08 -3.76  0.000
H: -4.04 -1.95 -6.00  0.000
H: -2.56 -1.11 -7.82  0.000
H: -0.88 0.63 -7.27  0.000
H: -0.66 1.49 -5.02  -0.001
H: 0.92 2.67 -3.77  0.007
H: 2.68 4.21 -4.50  0.000
H: 3.68 5.81 -2.90  0.001
H: 2.90 5.83 -0.55  0.000
H: 1.14 4.29 0.20  0.001
H: -1.92 1.25 1.09  0.004
H: -3.43 2.35 2.67  0.000
H: -3.82 4.80 2.51  0.000
H: -2.70 6.10 0.73  0.000
H: -1.18 5.00 -0.85  0.001

Properties
**LUMO (spin up / spin down)**: -0.843 / -2.035 eV
**<S²>**: 8.765
**Total charge**: 0
**E_tot**: -134986.9733 eV
**Multiplicity**: 6
**HOMO level (spin up / spin down)**: -7.53 / -7.52 eV

Density functional theory data (the ωB97M-V functional and the def2-TZVPD basis) for a structure of composition C53H45AlNOP2SSbSe4 in a non-equilibrium geometry.

Last column: Löwdin charge in e.
Element x y z (Å)
Al: 0.68 -1.83 0.87  -0.214
O: -0.21 -0.34 0.35  -0.609
S: -0.49 1.15 0.85  1.163
C: -1.08 2.04 -0.60  -0.310
C: -0.28 3.04 -1.14  -0.041
C: -0.87 4.13 -1.86  0.007
C: -2.23 4.31 -1.83  -0.153
C: -3.14 5.36 -2.37  -0.077
C: -4.61 4.85 -2.03  -0.073
C: -4.40 3.43 -1.58  -0.125
C: -5.28 2.39 -1.32  0.020
C: -4.75 1.16 -0.96  -0.054
C: -3.39 0.87 -0.92  -0.335
P: -2.84 -0.84 -1.09  1.066
C: -4.21 -1.63 -0.25  -0.417
C: -4.46 -1.18 1.08  -0.129
C: -5.19 -1.94 1.95  -0.110
C: -5.96 -2.99 1.48  -0.090
C: -5.74 -3.49 0.19  -0.052
C: -4.93 -2.74 -0.70  -0.074
C: -3.12 -1.30 -2.84  -0.349
C: -2.75 -2.55 -3.32  -0.121
C: -2.85 -2.93 -4.66  -0.050
C: -3.26 -1.93 -5.56  -0.088
C: -3.52 -0.66 -5.12  -0.095
C: -3.44 -0.31 -3.78  -0.079
C: -2.46 1.93 -0.99  -0.145
C: -3.00 3.22 -1.42  -0.070
C: 1.09 2.00 1.33  -0.292
C: 0.71 3.14 2.06  -0.104
C: 1.60 4.06 2.61  0.015
C: 2.94 3.83 2.33  -0.133
C: 4.18 4.60 2.65  -0.083
C: 5.20 4.24 1.51  -0.058
C: 4.59 2.99 0.93  -0.128
C: 5.06 2.08 0.02  0.027
C: 4.33 0.94 -0.37  -0.046
C: 3.06 0.71 0.18  -0.280
P: 2.53 -0.96 -0.22  1.058
C: 3.97 -1.98 0.11  -0.344
C: 4.66 -1.78 1.35  -0.102
C: 5.79 -2.47 1.72  -0.080
C: 6.32 -3.39 0.83  -0.044
C: 5.61 -3.75 -0.34  -0.061
C: 4.50 -3.02 -0.72  -0.088
C: 2.45 -0.95 -2.03  -0.297
C: 2.50 0.18 -2.84  -0.074
C: 2.23 0.11 -4.22  -0.061
C: 2.10 -1.10 -4.86  -0.046
C: 2.16 -2.30 -4.09  -0.078
C: 2.22 -2.23 -2.71  -0.119
C: 2.46 1.73 0.99  -0.103
C: 3.29 2.84 1.42  -0.086
H: 0.78 3.01 -0.99  0.100
H: -0.20 4.93 -2.25  0.131
H: -3.08 5.50 -3.47  0.136
H: -2.94 6.32 -1.92  0.117
H: -5.30 4.90 -2.86  0.120
H: -4.95 5.52 -1.21  0.132
H: -6.36 2.45 -1.31  0.125
H: -5.39 0.30 -0.89  0.109
H: -4.02 -0.24 1.38  0.096
H: -5.16 -1.70 3.06  0.129
H: -6.71 -3.39 2.17  0.114
H: -6.21 -4.42 -0.18  0.116
H: -4.91 -3.09 -1.74  0.107
H: -2.51 -3.29 -2.56  0.070
H: -2.51 -3.90 -5.04  0.105
H: -3.49 -2.21 -6.60  0.116
H: -3.73 0.14 -5.88  0.125
H: -3.56 0.71 -3.49  0.089
H: -0.37 3.28 2.24  0.123
H: 1.14 4.79 3.29  0.135
H: 4.59 4.30 3.61  0.127
H: 3.92 5.66 2.77  0.135
H: 6.21 4.15 1.85  0.125
H: 5.14 5.02 0.75  0.134
H: 6.01 2.29 -0.35  0.110
H: 4.74 0.20 -1.06  0.131
H: 4.16 -1.06 2.00  0.105
H: 6.21 -2.29 2.70  0.120
H: 7.29 -3.88 1.03  0.127
H: 5.92 -4.60 -0.92  0.109
H: 4.06 -3.29 -1.70  0.105
H: 2.58 1.17 -2.40  0.097
H: 2.21 1.02 -4.82  0.114
H: 1.99 -1.23 -5.94  0.120
H: 2.07 -3.27 -4.63  0.079
H: 2.02 -3.12 -2.12  0.024
C: -0.33 -2.31 5.76  -0.012
C: 0.19 -0.95 5.28  -0.557
C: 1.31 -0.52 6.21  -0.036
C: -0.84 0.17 5.12  -0.011
C: 0.78 -1.23 3.94  0.041
N: 0.78 -1.62 2.84  0.250
H: -0.75 -2.20 6.75  0.109
H: 0.44 -3.06 5.79  0.099
H: -1.17 -2.70 5.24  0.086
H: 0.87 -0.23 7.15  0.101
H: 1.77 0.41 5.86  0.096
H: 2.07 -1.26 6.34  0.095
H: -1.26 0.52 6.08  0.118
H: -1.60 -0.12 4.40  0.093
H: -0.40 1.08 4.67  0.090
Se: 0.59 -5.39 -3.27  0.056
Sb: 0.19 -5.46 -0.84  -0.210
Se: 2.19 -5.79 0.54  0.217
Se: -1.40 -7.35 -0.61  0.214
Se: -0.84 -3.41 0.16  0.316

Properties
**LUMO (spin up / spin down)**: -7.065 / -6.476 eV
**Total charge**: +2
**E_tot**: -363148.0761 eV
**Multiplicity**: 1
**HOMO level (spin up / spin down)**: -11.42 / -11.43 eV